Record 1
ORCA calculation (wB97M-V/def2-TZVPD) on a molecular structure, C50H33N5W.

Results
Charge: +2

```
89
Properties=species:S:1:pos:R:3:forces:R:3
W -1.07465 -1.14315 1.26317 -1.1 1.9 -1.4
C 5.81739 -0.95500 4.12577 0.0 0.0 0.0
C 5.22533 -1.97329 3.39019 0.0 0.0 0.0
C 3.92320 -1.83379 2.94116 0.0 -0.1 0.0
C 3.18828 -0.68219 3.24553 0.1 0.1 0.0
C 3.80859 0.35048 3.95631 0.0 0.1 -0.1
C 5.11213 0.21163 4.39367 0.1 0.0 0.0
C 1.78536 -0.61272 2.83675 0.1 -0.2 -0.3
C 0.77446 -0.03389 3.51042 -0.1 0.1 0.2
C 0.74607 0.71049 4.73997 0.0 0.0 0.0
C -0.44638 1.33946 4.79595 0.0 0.1 0.1
C -1.20739 0.93060 3.64661 0.0 0.0 0.1
C -2.52510 1.34811 3.35281 0.1 0.3 0.2
C -3.06073 2.53488 4.07348 0.1 0.0 0.0
C -2.41278 3.76447 3.96540 0.0 0.0 -0.1
C -2.88596 4.86833 4.65778 0.0 0.0 0.0
C -4.00112 4.74890 5.47657 0.0 0.0 0.0
C -4.64666 3.52648 5.59510 0.0 0.0 0.0
C -4.18011 2.42313 4.89498 0.0 0.0 0.0
C -3.30334 0.63397 2.50436 -0.3 -0.2 -0.2
N -2.99401 -0.61162 1.93981 0.0 -0.1 0.0
C -4.18735 -1.09049 1.42082 0.0 0.3 0.1
C -4.42028 -2.34028 0.91716 -0.3 -0.2 -0.1
C -5.82084 -2.77847 0.64303 0.0 0.0 0.0
C -6.73087 -2.89799 1.69146 0.0 0.0 0.0
C -8.03185 -3.31242 1.44441 0.0 0.0 0.0
C -8.43352 -3.60144 0.14719 0.0 0.0 0.0
C -7.53252 -3.48049 -0.90175 0.0 0.0 0.0
C -6.22944 -3.07538 -0.65450 0.0 0.0 0.0
C -3.37138 -3.22533 0.66250 0.1 -0.1 0.0
C -3.53301 -4.59189 0.21793 -0.2 0.0 0.1
C -2.31586 -5.07952 -0.06705 0.1 0.0 0.0
C -1.35950 -4.02948 0.18898 -0.4 -0.1 -0.1
N -2.05550 -2.90473 0.70593 0.0 0.1 0.0
C -0.08112 -3.94707 -0.19472 0.3 0.1 -0.1
C 0.62211 -2.72035 0.15043 0.1 -0.1 0.3
C 1.61530 -1.98578 -0.55056 0.0 -0.1 -0.2
C 2.10768 -1.05318 0.31291 0.1 0.1 0.1
C 1.42766 -1.21621 1.55596 0.0 0.0 -0.1
N 0.56989 -2.29385 1.47235 0.9 -0.6 -0.1
C 0.64164 -5.05422 -0.86281 0.0 0.0 0.0
C 1.24999 -4.87909 -2.10538 -0.1 0.0 0.0
C 1.91598 -5.93426 -2.70864 0.0 0.0 0.0
C 1.99587 -7.16488 -2.07045 0.0 0.0 0.0
C 1.39524 -7.34372 -0.83286 0.0 0.0 0.0
C 0.71728 -6.29482 -0.23059 0.0 0.0 0.1
C -5.22136 -0.07401 1.55842 -0.1 -0.2 -0.1
C -4.68439 0.96911 2.18908 0.1 0.1 0.0
N -0.49566 0.07305 2.89892 -0.2 -0.1 -0.3
H 6.83438 -1.06346 4.47874 0.0 0.0 0.0
H 5.77609 -2.87804 3.17068 0.0 0.0 0.0
H 3.46002 -2.64538 2.38953 0.0 0.0 0.0
H 3.29104 1.28772 4.11383 0.0 0.0 0.0
H 5.58668 1.01900 4.93492 0.0 0.0 0.0
H 1.54287 0.75748 5.46388 0.0 0.0 0.0
H -0.80508 2.00669 5.56345 0.0 0.0 0.0
H -1.54840 3.86148 3.31670 0.0 0.0 0.0
H -2.38502 5.82219 4.55610 0.0 0.0 0.0
H -4.36449 5.60860 6.02366 0.0 0.0 0.0
H -5.51011 3.42660 6.23930 0.0 0.0 0.0
H -4.67468 1.46440 5.00443 0.0 0.0 0.0
H -6.41178 -2.68278 2.70547 0.0 0.0 0.0
H -8.72965 -3.41325 2.26515 0.0 0.0 0.0
H -9.44836 -3.92226 -0.04646 0.0 0.0 0.0
H -7.84599 -3.69784 -1.91447 0.0 0.0 0.0
H -5.52887 -2.97428 -1.47680 0.0 0.0 0.0
H -4.48500 -5.08961 0.12823 0.0 0.0 0.0
H -2.06720 -6.05058 -0.46511 0.0 0.0 0.0
H 1.91285 -2.13474 -1.57545 0.0 0.0 0.0
H 2.88812 -0.33233 0.12036 0.0 0.0 0.0
H 1.16238 -3.93559 -2.63108 0.0 0.0 0.0
H 2.36627 -5.79684 -3.68279 0.0 0.0 0.0
H 2.52541 -7.98371 -2.53875 0.0 0.0 0.0
H 1.45688 -8.30059 -0.33219 0.0 0.0 0.0
H 0.27055 -6.42684 0.74797 0.0 0.0 0.0
H -6.23047 -0.18592 1.19553 0.0 0.0 0.0
H -5.15876 1.90178 2.44650 0.0 0.0 0.0
N -1.07327 -0.17268 -0.19316 0.5 -1.1 1.3
C -0.81820 0.34025 -1.45917 -0.1 0.1 0.1
C -1.50875 -0.17036 -2.55589 0.0 -0.1 0.0
C -1.22520 0.32122 -3.81798 0.0 0.0 0.0
C -0.27075 1.31866 -3.98303 0.0 0.0 0.0
C 0.40973 1.82562 -2.88280 0.0 0.0 0.0
C 0.14229 1.33832 -1.61413 0.0 0.0 0.1
H -2.25611 -0.93947 -2.40312 0.0 0.0 0.0
H -1.75383 -0.07056 -4.67643 0.0 0.0 0.0
H -0.06358 1.70868 -4.97053 0.0 0.0 0.0
H 1.14477 2.60866 -3.01347 0.0 0.0 0.0
H 0.64734 1.72846 -0.73986 0.0 0.0 0.0
```
Forces are in eV/Å.

Charge distribution, Mulliken scheme, values in e:
1 W 1.6266
2 C -0.4217
3 C -0.8705
4 C -0.2314
5 C 0.3007
6 C -0.4347
7 C -0.8313
8 C 0.2592
9 C 0.2116
10 C -1.5595
11 C -1.1566
12 C 0.8660
13 C 1.4604
14 C -0.5588
15 C -0.0118
16 C -0.8897
17 C -0.4470
18 C -0.8696
19 C -0.1449
20 C 0.0499
21 N -0.4051
22 C 0.2892
23 C 1.1979
24 C -0.5770
25 C -0.0094
26 C -0.8808
27 C -0.4690
28 C -0.8862
29 C -0.0076
30 C 1.0701
31 C -1.3881
32 C -1.4358
33 C 0.0901
34 N -0.2358
35 C 1.0073
36 C 1.3947
37 C -0.8434
38 C -1.4390
39 C 0.7410
40 N -0.6084
41 C -0.1424
42 C -0.2105
43 C -0.9449
44 C -0.4344
45 C -0.8577
46 C -0.2842
47 C -1.2626
48 C -1.2280
49 N -0.0341
50 H 0.4206
51 H 0.4325
52 H 0.5522
53 H 0.6516
54 H 0.4141
55 H 0.8121
56 H 0.6015
57 H 0.4909
58 H 0.4156
59 H 0.4253
60 H 0.4199
61 H 0.5067
62 H 0.4874
63 H 0.4170
64 H 0.4189
65 H 0.4232
66 H 0.4730
67 H 0.6180
68 H 0.6235
69 H 0.5420
70 H 0.7622
71 H 0.5190
72 H 0.4188
73 H 0.4183
74 H 0.4166
75 H 0.5241
76 H 0.6361
77 H 0.7381
78 N -0.4588
79 C 0.2341
80 C -0.1679
81 C -0.7576
82 C -0.4697
83 C -0.7867
84 C -0.0553
85 H 0.5608
86 H 0.4149
87 H 0.4213
88 H 0.4071
89 H 0.5265

=====

Record 2
ORCA calculation (wB97M-V/def2-TZVPD) on a molecular structure, C50H35N5Pd.

Results
Charge: 0

```
91
Properties=species:S:1:pos:R:3:forces:R:3
Pd 0.01673 0.30061 -0.09695 -0.1 1.6 1.6
C -5.48117 -4.44719 2.37635 -0.1 0.0 0.0
C -4.65417 -3.88399 3.33375 -0.1 -0.1 0.0
C -3.62867 -3.03729 2.95675 0.1 0.1 -0.1
C -3.40317 -2.73589 1.61235 -0.3 -0.3 0.2
C -4.24237 -3.31679 0.65875 0.3 0.0 0.0
C -5.26497 -4.16609 1.03625 -0.1 -0.1 0.0
C -2.36277 -1.78419 1.19275 0.6 0.7 -0.1
C -1.04317 -1.90499 1.68115 -0.5 0.5 -0.5
C -0.59167 -2.83739 2.66215 0.7 -0.1 0.3
C 0.66563 -2.44879 3.03185 -0.7 -0.4 0.2
C 1.01223 -1.32739 2.22465 0.4 0.6 -0.3
C 2.28933 -0.72459 2.21275 -0.5 0.0 -0.6
C 3.16773 -0.91509 3.38125 0.2 -0.1 0.2
C 4.39803 -1.55759 3.27955 -0.1 -0.1 0.0
C 5.24713 -1.62489 4.36835 0.1 0.0 0.0
C 4.87543 -1.06769 5.57945 0.0 0.0 0.0
C 3.63633 -0.46079 5.70585 0.1 0.0 0.1
C 2.78963 -0.38069 4.61385 0.0 0.0 -0.1
C 2.77253 0.04291 1.13935 -0.6 -0.1 0.2
N 2.00603 0.50851 0.11465 0.1 -0.2 -0.3
C 2.83943 1.11151 -0.78125 -0.5 0.2 -0.1
C 2.44453 1.88211 -1.87785 -0.5 -0.1 0.4
C 3.48533 2.48781 -2.73845 0.1 0.1 -0.2
C 3.90483 1.82351 -3.88375 -0.1 0.0 0.1
C 4.82253 2.40971 -4.73725 0.1 0.0 -0.1
C 5.32853 3.66851 -4.45805 0.0 0.0 0.0
C 4.92553 4.33101 -3.30925 0.1 0.1 0.0
C 4.01043 3.74371 -2.45395 0.0 -0.1 0.1
C 1.11713 2.24691 -2.12915 0.3 -0.5 0.5
C 0.71063 3.27751 -3.02865 -0.7 0.3 -0.2
C -0.62177 3.47851 -2.82185 0.6 0.2 -0.3
C -1.03277 2.52691 -1.83825 -0.5 -0.4 0.6
N 0.03553 1.79231 -1.43675 0.0 0.0 -0.4
C -2.34117 2.36131 -1.35345 0.6 -0.5 -0.1
C -2.77907 1.24461 -0.62975 0.4 0.2 -0.2
C -4.14927 0.89981 -0.41685 -0.2 -0.4 0.3
C -4.16147 -0.30799 0.21625 -0.3 0.6 -0.3
C -2.79647 -0.68449 0.42215 0.7 -0.3 0.4
N -1.98427 0.27201 -0.10745 -0.1 -0.1 -0.3
C -3.24727 3.51551 -1.48315 -0.2 0.2 0.0
C -3.44137 4.24441 -0.31135 -0.1 0.0 -0.1
C -4.16507 5.41961 -0.32525 -0.1 0.1 0.0
C -4.71647 5.86941 -1.51405 -0.1 0.1 0.0
C -4.54567 5.13841 -2.67755 -0.1 0.1 -0.1
C -3.80747 3.96601 -2.66965 -0.1 -0.1 0.1
C 4.18473 1.00061 -0.32255 0.2 -0.2 0.5
C 4.14023 0.38971 0.89355 0.3 0.3 -0.4
N -0.02787 -1.02839 1.40225 0.0 -0.3 -0.1
H -6.30167 -5.08249 2.67835 0.0 -0.1 0.0
H -4.81987 -4.09509 4.38155 0.0 0.0 0.0
H -3.01377 -2.57959 3.71635 0.0 0.1 0.0
H -4.07807 -3.09489 -0.38765 0.0 0.0 0.0
H -5.89967 -4.60869 0.28205 -0.1 0.0 -0.1
H -1.15017 -3.68119 3.01975 0.0 -0.1 0.1
H 1.30433 -2.89719 3.76725 0.1 -0.1 0.1
H 4.67563 -2.01349 2.34105 0.1 0.0 -0.1
H 6.20513 -2.10989 4.26725 0.1 -0.1 0.0
H 5.55203 -1.11089 6.41905 0.0 0.0 0.1
H 3.34223 -0.03809 6.65795 0.0 0.0 0.0
H 1.83643 0.12031 4.70345 -0.1 0.0 0.0
H 3.49643 0.84571 -4.09945 0.0 -0.1 0.0
H 5.13333 1.88021 -5.62685 0.0 0.0 -0.1
H 6.03043 4.13561 -5.13325 0.1 0.0 0.0
H 5.31773 5.31151 -3.07845 0.0 0.1 0.0
H 3.69423 4.26171 -1.55955 -0.1 0.0 0.1
H 1.36253 3.79921 -3.70255 0.1 0.1 -0.1
H -1.26557 4.18671 -3.30725 0.0 0.1 0.0
H -4.98227 1.49261 -0.74195 -0.2 0.1 0.0
H -5.01817 -0.86619 0.54385 -0.1 0.0 0.0
H -2.98867 3.88341 0.60105 0.0 0.0 0.1
H -4.28907 5.98581 0.58725 0.0 0.0 0.0
H -5.27637 6.79291 -1.53255 -0.1 0.1 0.0
H -4.98667 5.48971 -3.59925 0.0 0.0 -0.1
H -3.66957 3.39741 -3.57815 0.0 0.0 -0.1
H 5.03393 1.37901 -0.85575 0.2 0.1 0.0
H 4.96373 0.19441 1.55055 0.1 0.0 0.1
C -0.31497 -5.47449 -0.59915 0.0 0.0 0.0
C -0.10047 -4.09319 -1.11445 0.0 0.3 -0.1
C -1.15727 -3.32469 -1.58615 0.2 -0.1 0.1
C -0.94017 -1.99729 -1.91245 0.3 -0.1 -0.1
N 0.24173 -1.39409 -1.76405 0.2 -1.0 -1.2
C 1.27803 -2.16099 -1.40825 -0.2 -0.2 -0.2
C 1.15893 -3.50129 -1.09545 -0.1 0.1 0.1
H -1.36967 -5.72879 -0.63555 -0.1 -0.2 0.0
H 0.01993 -5.51579 0.43555 0.0 -0.1 0.1
H 0.25523 -6.20279 -1.17115 0.0 -0.1 0.0
H -2.14297 -3.75919 -1.66535 -0.1 0.0 0.0
H -1.74327 -1.38399 -2.30715 0.0 0.1 0.1
H 2.24483 -1.67339 -1.37385 0.0 0.1 0.1
H 2.02533 -4.07969 -0.81055 0.1 0.0 0.1
```
Forces are in eV/Å.

Charge distribution, Mulliken scheme, values in e:
1 Pd 0.8671
2 C -0.4733
3 C -0.8981
4 C -0.4508
5 C -0.0853
6 C -0.0615
7 C -1.0500
8 C 1.3948
9 C 0.4939
10 C -1.4366
11 C -1.5388
12 C 0.0089
13 C 1.4539
14 C -0.5077
15 C -0.3471
16 C -0.8033
17 C -0.3781
18 C -0.8457
19 C -0.0596
20 C 0.1458
21 N 0.3088
22 C 0.0701
23 C 1.4412
24 C -0.9278
25 C 0.1606
26 C -0.8113
27 C -0.3284
28 C -0.8264
29 C 0.2358
30 C 0.1433
31 C -1.7231
32 C -1.0598
33 C 0.0926
34 N 0.2428
35 C 1.6192
36 C -0.1520
37 C -1.7959
38 C -1.2885
39 C 0.3915
40 N 0.3842
41 C -0.7659
42 C -0.0960
43 C -0.8341
44 C -0.3505
45 C -0.7444
46 C -0.1319
47 C -1.7796
48 C -1.1222
49 N 0.1242
50 H 0.4076
51 H 0.4089
52 H 0.6175
53 H 0.5494
54 H 0.4119
55 H 0.8299
56 H 0.6088
57 H 0.5834
58 H 0.3785
59 H 0.4009
60 H 0.3692
61 H 0.4748
62 H 0.4959
63 H 0.3871
64 H 0.3843
65 H 0.3889
66 H 0.4703
67 H 0.5304
68 H 0.5889
69 H 0.6092
70 H 0.5966
71 H 0.4696
72 H 0.3900
73 H 0.3915
74 H 0.3832
75 H 0.5219
76 H 0.5614
77 H 0.6526
78 C -1.8331
79 C 1.3338
80 C -0.5302
81 C -0.5446
82 N -0.1352
83 C -0.2163
84 C -0.8414
85 H 0.3545
86 H 0.3493
87 H 0.4234
88 H 0.4470
89 H 0.4701
90 H 0.5074
91 H 0.4476

=====

Number 1: Kohn-Sham gap 5.3 eV, calculated total energy -2265.57672 Ha. Number 2: Kohn-Sham gap 5.6 eV, calculated total energy -2328.07121 Ha.